(1)
{"formula": "C14H14N3NiO2Te", "method": "the ωB97M-V functional and the def2-TZVPD basis", "largest_force_ha_per_bohr": 0.0025, "total_energy_ev": -71642.011, "homo_ev": [-12.5, -12.5], "charge": 1, "elements": ["Ni", "O", "C", "N", "C", "O", "C", "C", "C", "C", "C", "N", "C", "C", "C", "C", "C", "N", "H", "H", "H", "H", "H", "H", "H", "H", "C", "Te", "C", "H", "H", "H", "H", "H", "H"], "xyz": [[-0.247228, 0.199140, 0.040569], [-1.403189, 3.866305, -0.877459], [-1.269009, 2.724844, -0.531158], [-0.106679, 2.004867, -0.352952], [1.147662, 2.516218, -0.609456], [1.454632, 3.607950, -1.002498], [2.176694, 1.463033, -0.289847], [3.527428, 1.736133, -0.328666], [4.414335, 0.747898, 0.065214], [3.909617, -0.469836, 0.497108], [2.543097, -0.670230, 0.490775], [1.684363, 0.270961, 0.086068], [-2.446272, 1.848827, -0.192122], [-3.730212, 2.349889, -0.178877], [-4.765422, 1.511384, 0.199633], [-4.468613, 0.205044, 0.556574], [-3.157233, -0.225217, 0.502737], [-2.154187, 0.575724, 0.125694], [3.840631, 2.719497, -0.651065], [5.480789, 0.926893, 0.052458], [4.562418, -1.259910, 0.839147], [2.114091, -1.600307, 0.829007], [-3.876649, 3.384555, -0.456223], [-5.785523, 1.869592, 0.223540], [-5.239803, -0.482862, 0.871206], [-2.908713, -1.242603, 0.768812], [0.970544, -2.942182, -1.597171], [-0.593437, -2.366164, -0.279542], [0.085103, -3.411183, 1.447319], [1.918974, -2.936772, -1.068293], [0.996697, -2.228716, -2.416812], [0.753603, -3.936585, -1.974768], [-0.171867, -4.460747, 1.340414], [-0.417508, -2.992267, 2.315115], [1.160851, -3.303171, 1.555524]], "atomic_forces_ev_per_a": [[0.025, -0.084, -0.095], [-0.015, 0.014, -0.001], [0.016, -0.027, 0.005], [-0.004, -0.006, 0.013], [-0.018, -0.039, -0.007], [0.019, 0.019, 0.001], [-0.006, 0.015, 0.002], [0.008, -0.007, 0.001], [-0.010, 0.014, -0.005], [-0.003, -0.004, 0.002], [0.001, -0.012, -0.010], [-0.043, 0.014, 0.025], [0.004, 0.028, -0.002], [-0.002, -0.008, 0.002], [0.007, 0.003, -0.008], [-0.003, 0.003, -0.003], [-0.013, -0.010, 0.017], [0.033, -0.024, 0.006], [0.002, -0.001, 0.001], [0.002, 0.001, 0.000], [0.000, -0.003, -0.001], [0.006, -0.005, -0.004], [-0.001, 0.000, 0.001], [-0.001, 0.003, 0.004], [0.000, -0.002, -0.001], [-0.018, 0.018, 0.007], [0.039, 0.021, 0.065], [-0.024, 0.069, 0.038], [0.056, -0.011, -0.042], [0.017, 0.012, -0.016], [-0.013, 0.004, 0.001], [-0.021, -0.001, 0.008], [-0.015, 0.007, -0.020], [-0.008, 0.009, -0.005], [-0.016, -0.009, 0.022]], "lowdin_charge": [0.344, 0.154, -0.411, 0.056, -0.411, 0.154, -0.148, 0.041, -0.006, -0.018, -0.113, 0.022, -0.151, 0.040, -0.006, -0.020, -0.136, 0.007, 0.137, 0.126, 0.121, 0.066, 0.136, 0.126, 0.121, 0.050, -0.381, 1.414, -0.381, 0.004, 0.018, 0.014, 0.016, 0.016, 0.001]}

=====

(2)
{"formula": "C14H14N4SSe4W", "method": "the ωB97M-V functional and the def2-TZVPD basis", "largest_force_ha_per_bohr": 0.0601, "total_energy_ev": -294747.734, "homo_ev": [-7.3, -7.2], "elements": ["W", "S", "C", "N", "N", "C", "C", "C", "C", "C", "C", "N", "N", "C", "C", "C", "C", "C", "C", "H", "H", "H", "H", "H", "H", "H", "H", "H", "H", "H", "Se", "Se", "Se", "Se", "C", "H", "H", "H"], "xyz": [[-3.156218, 0.615034, -0.552250], [-2.788018, 0.756134, 1.937050], [-1.038418, 0.614634, 2.056050], [-0.527418, 0.702634, 3.257650], [0.690482, 0.367234, 3.549250], [1.587682, -0.487166, 2.902550], [1.153782, -1.582366, 2.152550], [2.082782, -2.433966, 1.592250], [3.440582, -2.209666, 1.772250], [3.872182, -1.136166, 2.537350], [2.952582, -0.280266, 3.115150], [-0.284518, 0.504334, 0.963550], [-0.843618, 0.562034, -0.194650], [0.037382, 0.557434, -1.272250], [1.411682, 0.743434, -1.094950], [2.240082, 0.778134, -2.196150], [1.711982, 0.603034, -3.469150], [0.349182, 0.406434, -3.645550], [-0.497118, 0.406434, -2.557750], [0.990982, 0.742034, 4.444350], [0.100182, -1.778466, 2.026450], [1.735982, -3.284766, 1.027750], [4.157482, -2.882466, 1.329950], [4.928682, -0.977966, 2.697150], [3.280682, 0.562034, 3.707450], [1.782182, 0.879034, -0.092050], [3.294682, 0.961734, -2.062750], [2.362282, 0.632634, -4.329250], [-0.060118, 0.264534, -4.633850], [-1.578918, 0.262534, -2.700950], [-2.559818, -1.671666, -0.701250], [-5.479218, -0.246166, 0.332350], [-5.245818, 1.977634, 0.459650], [-2.431718, 2.828034, -1.053350], [-4.269018, 0.562134, -2.532650], [-4.182418, -0.412466, -3.050150], [-3.865618, 1.323234, -3.229750], [-5.355518, 0.771034, -2.492050]], "atomic_forces_ev_per_a": [[1.284, 0.496, -0.018], [-0.823, 0.018, -0.089], [-1.746, 0.178, 0.213], [-0.394, 0.118, 0.080], [0.150, 0.614, 0.501], [0.768, -0.539, -0.439], [0.036, 0.130, 0.246], [-0.020, 0.087, 0.108], [0.099, 0.047, 0.026], [0.022, -0.239, -0.039], [-0.464, 0.046, -0.156], [0.628, 0.040, -2.769], [-0.766, -0.191, 2.986], [0.717, 0.032, -1.226], [-0.469, -0.026, 0.086], [-0.076, -0.006, -0.177], [0.062, 0.021, -0.001], [0.096, 0.050, -0.019], [-0.352, -0.174, 0.185], [-0.189, -0.278, -0.181], [-0.082, 0.007, -0.059], [0.000, -0.089, -0.102], [0.109, -0.057, -0.060], [0.055, 0.046, -0.004], [0.031, 0.081, 0.064], [0.147, 0.015, 0.035], [0.124, -0.041, -0.011], [0.092, -0.014, -0.097], [-0.004, 0.014, -0.102], [0.823, 0.092, -0.017], [-0.296, 0.371, -0.133], [0.147, -0.363, 0.355], [0.164, 0.031, -0.013], [-0.089, -0.632, -0.016], [-0.317, 0.180, -0.428], [0.070, 0.298, 0.496], [-0.043, -0.336, 0.455], [0.508, -0.027, 0.319]], "lowdin_charge": [0.209, 0.507, -0.758, 0.068, 0.037, -0.241, -0.030, -0.065, -0.083, -0.083, -0.027, 0.031, -0.238, -0.329, -0.006, -0.071, -0.074, -0.064, -0.088, 0.161, 0.110, 0.110, 0.102, 0.105, 0.112, 0.105, 0.104, 0.103, 0.110, 0.043, 0.198, 0.122, 0.120, 0.199, -0.432, -0.016, -0.025, -0.024]}

=====

(3)
{"formula": "C14H14Si", "method": "the ωB97M-V functional and the def2-TZVPD basis", "largest_force_ha_per_bohr": 0.0853, "smiles": "C=C[SiH](c1ccccc1)c1ccccc1", "total_energy_ev": -22620.540, "homo_ev": -9.2, "elements": ["C", "C", "C", "C", "C", "C", "C", "C", "C", "C", "C", "C", "C", "C", "Si", "H", "H", "H", "H", "H", "H", "H", "H", "H", "H", "H", "H", "H", "H"], "xyz": [[3.815238, -1.311579, -0.122595], [-3.800423, -1.757326, -0.218901], [3.578377, -0.009187, -0.697824], [2.864881, -1.837737, 0.701497], [-2.515403, -2.024631, -0.817819], [-3.937209, -0.731543, 0.655883], [2.506573, 0.774505, -0.414466], [1.737911, -1.036687, 0.967007], [-1.444273, -1.137253, -0.584803], [-2.815608, 0.058801, 0.935387], [1.472995, 0.213388, 0.432084], [-1.609432, -0.086126, 0.367927], [0.403293, 3.685051, -0.653751], [-0.165035, 2.509408, -0.730742], [-0.173806, 1.096604, 0.697534], [4.701499, -1.870479, -0.422381], [-4.685332, -2.321039, -0.613052], [4.437602, 0.458031, -1.267711], [3.043900, -2.722966, 1.418687], [-2.543216, -2.788763, -1.632456], [-4.841405, -0.412459, 1.203793], [2.407805, 1.723196, -0.782608], [0.961975, -1.531668, 1.587747], [-0.488320, -1.589470, -1.018300], [-3.009446, 0.832178, 1.709821], [0.150364, 4.456817, -1.351044], [1.032013, 3.872816, 0.204289], [-0.566966, 1.951449, -1.652628], [-0.518563, 1.536658, 2.099423]], "atomic_forces_ev_per_a": [[-0.066, 1.128, -1.363], [0.118, -1.326, -1.990], [2.844, -0.538, -0.237], [0.064, -0.248, 2.170], [-1.588, 1.180, -0.347], [0.014, 1.059, 1.051], [-1.515, -3.044, 2.055], [-1.319, -1.057, 0.521], [-0.164, -2.736, -0.001], [-2.098, 1.055, 1.872], [1.002, 0.287, -0.525], [2.710, -0.730, -1.911], [-0.297, 0.344, 0.290], [-0.642, -4.319, 0.391], [0.011, 0.788, -0.932], [-0.091, 0.259, 0.264], [0.922, 0.357, 0.742], [-1.158, -0.751, 0.419], [-0.336, 1.135, -1.802], [0.622, 0.553, 0.997], [0.241, -0.704, -0.690], [-0.174, 2.218, -0.988], [0.460, 0.565, -0.220], [-0.937, 1.725, 0.611], [0.502, -0.323, -0.642], [0.684, 0.417, -0.595], [-0.247, 0.678, 0.238], [-0.063, 1.803, 1.055], [0.502, 0.226, -0.434]], "lowdin_charge": [-0.090, -0.103, -0.091, -0.107, -0.082, -0.108, -0.094, -0.139, -0.094, -0.152, -0.277, -0.330, -0.101, -0.247, 0.756, 0.100, 0.113, 0.119, 0.134, 0.107, 0.113, 0.052, 0.110, 0.125, 0.108, 0.046, 0.052, 0.084, 0.000]}